Entry 1:
The following is a DFT calculation (ωB97M-V/def2-TZVPD) of C4H8NOP in the gas phase at a distorted geometry.

The energy relative to the best compared isomer or geometry (same formula, charge and spin) is 3.033 eV. The total charge is 0. Its highest occupied orbital energy (alpha / beta) is -8.04 / -8.04 eV. For the LUMO energy (alpha / beta), the calculation gives -0.3 / -0.3 eV. The maximum force comes out at 0.0770 hartree/bohr.

Atoms and positions in Å:
C: 1.538 -1.133 -1.599
C: -1.962 0.249 0.351
C: -0.673 0.729 1.102
C: 0.527 -0.196 0.879
N: 1.385 -1.350 -2.747
O: 2.979 0.655 0.158
P: 1.706 0.300 -0.491
H: -2.246 -0.845 0.517
H: -1.725 0.451 -0.704
H: -0.536 1.826 0.718
H: -0.880 0.785 2.192
H: 1.228 0.011 1.650
H: 0.160 -1.208 1.084
H: 1.177 -1.167 -3.768
H: -2.679 0.892 0.657

Entry 2:
The following is a DFT calculation (ωB97M-V/def2-TZVPD) of 3 unconnected molecules or ions with the total composition C24H49BBrN2O11PS2 at a distorted geometry.

The total charge is 0. Its highest occupied orbital energy is -8.43 eV. For the LUMO energy, the calculation gives -0.2 eV. Its SMILES is CCCCC[C@@]1(OC[C@H](C)O)[C@H]([PH2]=S)S(=O)(=O)O[C@@](COC)(C[C@H]2CO2)[C@]1(Br)CB(O)O.CN(C)C=O.CN(C)C=O. The maximum force comes out at 0.1613 hartree/bohr.

Atoms and positions in Å:
C: -6.435 1.375 -2.094
C: -5.094 1.845 -2.927
C: -3.820 0.849 -2.663
C: -2.929 1.318 -1.325
C: -2.622 -0.053 -0.497
C: -1.929 0.167 1.010
O: -0.494 0.248 1.014
C: 0.288 0.589 -0.100
C: 1.539 -0.474 -0.451
C: 2.811 0.452 -1.020
O: 1.209 -1.409 -1.537
C: -2.438 1.608 1.704
P: -1.316 3.108 1.489
S: -1.440 4.146 -0.129
S: -2.513 1.492 3.616
O: -3.748 2.412 3.980
O: -1.307 2.190 4.311
O: -2.895 -0.042 4.130
C: -2.090 -1.141 3.487
C: -0.543 -0.952 3.897
O: -0.446 -0.924 5.388
C: 0.548 0.039 5.858
C: -2.680 -2.395 4.371
C: -1.528 -3.754 4.342
C: -1.053 -4.305 5.911
O: -2.074 -5.104 4.889
C: -2.518 -1.126 1.911
Br: -4.568 -0.929 2.114
C: -2.431 -2.566 1.135
B: -0.986 -3.044 0.550
O: -0.983 -3.735 -0.789
O: 0.338 -2.937 1.188
H: -7.283 2.164 -2.265
H: -6.170 1.323 -0.933
H: -6.779 0.308 -2.432
H: -5.365 1.885 -4.071
H: -4.768 2.918 -2.560
H: -3.116 0.938 -3.616
H: -4.111 -0.299 -2.605
H: -3.598 2.108 -0.778
H: -1.973 1.846 -1.791
H: -1.889 -0.696 -1.190
H: -3.612 -0.656 -0.509
H: -0.165 0.828 -1.142
H: 0.896 1.585 0.179
H: 1.931 -0.971 0.533
H: 3.804 -0.202 -0.969
H: 3.014 1.401 -0.365
H: 2.562 0.712 -2.143
H: 1.802 -2.215 -1.503
H: -3.551 1.743 1.369
H: -1.670 4.063 2.553
H: 0.044 2.682 1.851
H: -0.029 0.070 3.552
H: 0.217 -1.777 3.509
H: 1.035 -0.429 6.843
H: 0.000 1.027 6.245
H: 1.442 0.254 5.138
H: -3.606 -2.945 3.935
H: -2.723 -2.194 5.523
H: -0.658 -3.757 3.436
H: 0.066 -4.195 5.504
H: -0.851 -5.387 6.256
H: -3.205 -2.657 0.226
H: -2.786 -3.461 1.845
H: -1.223 -4.697 -0.559
H: 0.829 -3.762 0.901
C: 3.479 3.676 -1.676
O: 3.223 3.421 -0.506
N: 4.730 3.973 -2.174
C: 4.949 4.264 -3.575
C: 5.860 3.996 -1.270
H: 2.693 3.686 -2.449
H: 5.655 3.534 -3.981
H: 5.368 5.270 -3.666
H: 4.015 4.212 -4.140
H: 5.962 3.012 -0.802
H: 5.676 4.740 -0.488
H: 6.780 4.246 -1.806
C: 4.806 -1.453 -3.508
O: 4.491 -1.561 -2.330
N: 4.029 -1.833 -4.582
C: 4.476 -1.670 -5.949
C: 2.726 -2.414 -4.336
H: 5.776 -1.024 -3.808
H: 3.770 -1.022 -6.477
H: 4.505 -2.652 -6.431
H: 5.472 -1.222 -5.988
H: 2.116 -1.697 -3.778
H: 2.847 -3.318 -3.733
H: 2.230 -2.664 -5.279

Entry 3:
The following is a DFT calculation (ωB97M-V/def2-TZVPD) of 2 unconnected molecules or ions with the total composition C3H9O2PSi at a distorted geometry.

The energy relative to the best compared isomer or geometry (same formula, charge and spin) is 3.271 eV. The total charge is 0. Its highest occupied orbital energy is -9.43 eV. For the LUMO energy, the calculation gives -1.2 eV. Its SMILES is C[Si](C)=O.CP=O. The maximum force comes out at 0.0650 hartree/bohr.

Atoms and positions in Å:
C: 1.351 -0.620 1.734
C: 0.997 -1.525 -1.182
C: -2.012 1.956 -0.371
O: 0.542 1.209 -0.676
O: -1.378 -0.944 0.578
Si: 0.127 -0.949 0.378
P: -0.426 2.172 -1.282
H: 1.035 0.397 2.071
H: 1.014 -1.266 2.574
H: 2.327 -0.728 1.369
H: 1.202 -0.676 -1.928
H: 1.920 -2.092 -0.941
H: 0.485 -2.307 -1.723
H: -2.824 2.413 -0.967
H: -2.091 2.076 0.808
H: -2.271 0.884 -0.443

Entry 4:
The following is a DFT calculation (ωB97M-V/def2-TZVPD) of 2 unconnected molecules or ions with the total composition C2H7N2 at a distorted geometry.

The energy relative to the best compared isomer or geometry (same formula, charge and spin) is 6.563 eV. The total charge is +1. Its highest occupied orbital energy (alpha / beta) is -13.85 / -14.07 eV. For the LUMO energy (alpha / beta), the calculation gives -6.4 / -5.5 eV. The maximum force comes out at 0.0767 hartree/bohr.

Atoms and positions in Å:
C: 1.433 0.384 0.191
C: -1.914 0.048 -0.255
N: 2.390 -0.257 -0.284
N: -1.076 -0.625 0.602
H: 1.059 1.369 0.679
H: -2.914 -0.432 -0.210
H: -1.685 -0.215 -1.276
H: -1.898 1.086 -0.021
H: 3.470 -0.062 -0.223
H: 2.107 -1.063 -0.809
H: -0.971 -0.232 1.606